Record 1
112
Properties=species:S:1:pos:R:3 method="wB97M-V/def2-TZVPD" charge=-1 relative_energy_kcal_mol=0.0 homo_energy_ev=-4.40
Cs -0.09309 0.99217 0.16345
C 5.31935 2.12973 0.01837
N 4.19203 1.74185 0.84931
C 3.03437 2.58756 0.66832
C 4.01274 0.41795 1.13879
N 2.87506 -0.14066 0.94234
C 2.52656 -1.30705 1.63357
C 2.62310 -1.35324 3.00417
C 2.33325 -2.49439 3.75139
C 1.88447 -3.61763 3.12161
C 1.63403 -3.60040 1.72960
C 1.11365 -4.78950 1.11378
C 0.81527 -4.80334 -0.21007
C 1.09208 -3.65603 -0.97931
C 1.63514 -2.50082 -0.46354
N 1.73929 -1.34993 -1.26685
C 2.33580 -1.38835 -2.39424
N 3.30010 -2.32648 -2.81120
C 3.31285 -2.82902 -4.18400
C 4.06767 -3.10813 -1.85134
N 2.11182 -0.42984 -3.36054
C 3.31948 0.30580 -3.70124
C 0.95751 0.45723 -3.21042
C 1.94308 -2.46117 0.94894
N 5.14463 -0.18443 1.67432
C 5.92548 0.53287 2.69987
C 5.34790 -1.61185 1.63702
H 5.50138 3.20721 0.13488
H 5.15744 1.87568 -1.03811
H 6.22934 1.61033 0.30478
H 3.35726 3.60615 0.84543
H 2.26695 2.35087 1.41445
H 2.63682 2.50888 -0.36606
H 2.94710 -0.45046 3.52442
H 2.52365 -2.47466 4.80948
H 1.66845 -4.54536 3.63260
H 0.89638 -5.61755 1.75560
H 0.32281 -5.66480 -0.65945
H 0.83314 -3.71001 -2.01503
H 2.63155 -2.24247 -4.79700
H 2.96499 -3.87380 -4.23641
H 4.30332 -2.76838 -4.65374
H 4.14816 -2.55321 -0.92819
H 5.10681 -3.18420 -2.19023
H 3.70839 -4.10293 -1.65100
H 4.06888 -0.35849 -4.08809
H 3.77286 0.80040 -2.82762
H 3.08968 1.09896 -4.41219
H 0.10233 -0.12663 -2.90402
H 0.81701 0.93297 -4.16543
H 1.13393 1.27376 -2.48161
H 5.52870 1.53534 2.83476
H 6.97969 0.63447 2.38562
H 5.87044 -0.04307 3.63970
H 4.78656 -2.05970 0.84506
H 5.06841 -2.10021 2.58581
H 6.42871 -1.82757 1.47359
Se -4.00463 1.41606 -0.20511
P -4.34606 -0.64803 0.39580
Se -2.56140 -1.81892 0.85839
C -5.36238 -1.52369 -0.86020
C -6.65806 -1.05970 -1.14194
C -7.37140 -1.61728 -2.19719
C -6.83346 -2.66642 -2.94408
C -5.57681 -3.16589 -2.66856
C -4.86012 -2.57281 -1.63227
C -5.41010 -0.66766 1.88756
C -5.96355 -1.84360 2.37931
C -6.61124 -1.80311 3.60909
C -6.72978 -0.63009 4.32397
C -6.16000 0.53291 3.84313
C -5.50182 0.51551 2.62761
H -7.07284 -0.26700 -0.54126
H -8.38598 -1.30083 -2.41721
H -7.41037 -3.05073 -3.74276
H -5.16048 -3.96906 -3.25383
H -3.89350 -2.95549 -1.38787
H -5.88875 -2.78033 1.81611
H -7.00639 -2.71440 4.05372
H -7.22319 -0.58868 5.31255
H -6.19760 1.47897 4.39647
H -5.04194 1.42494 2.28962
S 0.67009 5.17031 1.17359
C 0.13456 4.42307 2.57843
N -0.14216 3.15989 2.73987
C -0.67116 2.90750 3.99889
C -1.14746 1.69040 4.43304
C -1.66192 1.61397 5.70263
C -1.73133 2.70260 6.59515
C -1.26301 3.94085 6.14322
C -0.75150 4.02478 4.87223
S -0.08859 5.38256 4.07044
H -1.10544 0.79182 3.81770
H -2.10524 0.66868 6.03461
H -2.14422 2.61374 7.59663
H -1.28948 4.79916 6.81654
N 1.42443 4.13617 -2.14353
C 0.47074 3.75008 -3.06568
N -0.59572 3.07416 -2.71650
C -1.35360 2.80149 -3.86640
C -2.56590 2.14653 -3.83890
C -3.23372 2.00182 -5.02748
C -2.72970 2.49266 -6.23255
C -1.52727 3.16018 -6.25849
C -0.83765 3.32023 -5.07652
S 0.67062 4.13608 -4.76944
H 1.02356 4.30539 -1.19704
H 2.03727 4.87901 -2.40513
H -2.96551 1.81456 -2.88116
H -4.18882 1.46408 -5.06431
H -3.29868 2.35788 -7.10218
H -1.15613 3.60128 -7.16283


Record 2
111
Properties=species:S:1:pos:R:3 method="wB97M-V/def2-TZVPD" relative_energy_kcal_mol=28.1 spin_multiplicity=2 homo_energy_ev="-7.06 / -6.89"
Re 0.94443 -0.44192 1.65207
C 0.20776 -4.74445 1.32298
C -1.18127 -4.85536 1.28481
C -1.93132 -3.73518 1.53794
C -1.32613 -2.49933 1.84264
N 0.03730 -2.38898 1.77313
C 0.75374 -3.50697 1.55282
N -2.20884 -1.53504 2.24995
C -1.83023 -0.48736 2.91486
N -0.54660 -0.11954 3.10950
C -0.46087 0.75706 4.15413
N 0.60001 1.11177 4.78034
C 1.82183 0.50725 4.57364
C 2.86172 0.94572 5.40289
C 4.05389 0.26148 5.43782
C 4.19903 -0.87820 4.65282
C 3.16904 -1.21316 3.80487
N 2.02171 -0.53159 3.72090
C -1.83705 1.12990 4.54568
C -2.31933 1.97965 5.51867
C -3.69995 2.05846 5.67613
C -4.55809 1.29470 4.89241
C -4.06788 0.42762 3.92097
C -2.69945 0.36027 3.75575
H 0.84925 -5.59416 1.13861
H -1.65625 -5.80531 1.07769
H -3.01119 -3.75681 1.55269
H 1.82754 -3.37285 1.54248
H 2.68131 1.82540 6.00196
H 4.85810 0.59145 6.08198
H 5.09951 -1.47435 4.67438
H 3.25546 -2.06977 3.15019
H -1.63916 2.55575 6.13159
H -4.11335 2.72104 6.42543
H -5.62596 1.36779 5.05288
H -4.73123 -0.17612 3.31567
I -0.98824 6.74110 -1.75402
C 0.05561 5.43096 -0.47640
C -0.66421 4.50317 0.25813
C 0.02623 3.59385 1.04483
C 1.41408 3.62912 1.10970
C 2.11665 4.58642 0.39058
C 1.43837 5.49185 -0.41325
C 2.15568 2.60495 1.93851
O 3.20276 2.87859 2.49344
O 1.54605 1.46747 1.99297
H -1.74474 4.47979 0.20647
H -0.51467 2.84510 1.61050
H 3.19644 4.60938 0.46038
H 1.98322 6.22999 -0.98584
F 6.32865 -0.02860 -1.64387
C 5.18343 -0.19265 -0.93863
C 5.08640 -1.23335 -0.04275
C 3.90390 -1.39054 0.67499
C 2.80373 -0.54292 0.52336
C 2.96614 0.49345 -0.41459
C 4.13050 0.67642 -1.14596
H 5.92015 -1.91311 0.08338
H 3.85107 -2.24577 1.34307
H 2.14490 1.17319 -0.60658
H 4.22751 1.48326 -1.86217
N 0.01636 -0.35869 -0.05764
P -0.34762 -0.44697 -1.57266
N 0.31984 -1.63968 -2.52628
C -0.03184 -1.94975 -3.90934
C 1.22353 -2.25203 -4.72546
C 2.04299 -3.39581 -4.08481
C 1.39239 -3.86847 -2.78441
C 1.14502 -2.67591 -1.87098
N 0.06581 0.99926 -2.28920
C -0.33720 2.25786 -1.67149
C -1.47186 2.92380 -2.44941
C -1.09927 3.08132 -3.92607
C -0.61518 1.75337 -4.51442
C 0.52061 1.20407 -3.65182
N -2.02448 -0.68163 -1.75542
C -2.53484 -1.98384 -2.21440
C -3.98540 -2.21261 -1.79558
C -4.83316 -0.97285 -2.06895
C -4.26313 0.25125 -1.32223
C -2.87555 -0.03219 -0.75148
H -0.58188 -1.11446 -4.34294
H -0.69075 -2.82343 -3.95204
H 1.83916 -1.35390 -4.79651
H 0.91560 -2.51469 -5.73984
H 3.04997 -3.04185 -3.85476
H 2.14499 -4.23074 -4.77962
H 2.06008 -4.55388 -2.25876
H 0.46755 -4.41334 -2.99110
H 2.11020 -2.25402 -1.61208
H 0.66908 -3.00133 -0.94784
H 0.53297 2.92809 -1.66048
H -0.61181 2.07056 -0.63488
H -1.69212 3.90284 -2.01481
H -2.37039 2.30775 -2.36536
H -0.30024 3.82440 -4.01802
H -1.95886 3.45237 -4.48825
H -0.28079 1.89050 -5.54596
H -1.43646 1.02878 -4.51469
H 1.33778 1.93656 -3.62664
H 0.93173 0.28121 -4.04654
H -1.91968 -2.81169 -1.83893
H -2.49090 -2.00891 -3.30730
H -4.04151 -2.46904 -0.73495
H -4.36365 -3.06617 -2.36083
H -5.86386 -1.15503 -1.76209
H -4.84273 -0.78353 -3.14490
H -4.91083 0.53341 -0.48902
H -4.21434 1.10217 -2.00286
H -2.96174 -0.64306 0.15157
H -2.40063 0.89994 -0.44700


Record 3
107
Properties=species:S:1:pos:R:3 method="wB97M-V/def2-TZVPD" charge=-1 spin_multiplicity=4 homo_energy_ev="-1.29 / -3.72"
Ti -0.33114 -1.79600 -1.32563
C -3.46012 0.57901 -2.29422
C -3.28476 -0.37433 -1.11575
C -3.48633 -1.82745 -1.49679
N -2.31571 -2.51509 -1.95878
C -2.36741 -3.75057 -2.37703
C -3.50029 -4.63182 -2.29139
C -3.75525 -5.81095 -2.93632
C -3.01745 -6.40584 -3.93995
C -1.63654 -6.36931 -3.95317
C -0.72559 -5.45326 -3.36681
C -1.00396 -4.18817 -2.84020
N 0.02410 -3.32445 -2.51974
C 1.30709 -3.41734 -3.30930
C 2.42112 -3.74619 -2.30780
C 2.68376 -2.60539 -1.27153
N 1.65550 -1.53274 -1.32214
C 1.84788 -0.31221 -0.70111
C 2.48018 -0.42747 0.65928
C 3.26770 0.65757 1.42008
C 3.19339 2.63287 0.50225
C 2.43804 2.78830 -0.78018
C 1.42613 2.08393 -1.35459
C 0.98842 0.70866 -1.23139
N -0.10254 0.21833 -1.83625
C -1.01580 1.21113 -2.38587
C -2.22633 0.61300 -3.18041
H -3.65788 1.62789 -1.91162
H -4.35038 0.23485 -2.83076
H -4.04004 -0.16309 -0.32247
H -2.30110 -0.23948 -0.66278
H -4.29383 -1.93335 -2.25426
H -3.87631 -2.29580 -0.58834
H -4.29524 -4.28832 -1.55090
H -4.77287 -6.21274 -2.68135
H -3.57766 -6.91129 -4.71871
H -1.18915 -7.13480 -4.60653
H 0.33202 -5.78132 -3.47396
H 1.56421 -2.45137 -3.75190
H 1.15378 -4.11093 -4.13779
H 3.34546 -3.97501 -2.91173
H 2.10650 -4.66231 -1.78653
H 3.60336 -2.11645 -1.65881
H 2.86578 -3.01767 -0.23373
H 3.23512 -1.20837 0.58912
H 3.66424 0.16656 2.33387
H 3.59741 3.60462 0.85083
H 2.88255 3.54589 -1.48136
H 0.78308 2.65623 -2.02141
H -0.41510 1.80685 -3.14372
H -1.40991 1.91507 -1.59224
H -1.89810 -0.37506 -3.53558
H -2.42414 1.22833 -4.08924
C -2.21608 6.67528 4.93349
C -1.66103 5.58834 4.06324
C -0.92116 5.82577 2.90724
C -0.37610 4.78895 2.13861
C 0.40596 5.09237 0.89880
C -0.63021 3.47971 2.59364
Te 0.20264 1.77981 1.47658
N 1.50734 -0.89664 1.68133
C 0.59478 -1.80705 1.57511
O -0.24735 -1.97028 0.52594
C 0.24374 -2.52812 2.83082
C -0.86950 -3.33924 2.95363
C -1.08629 -3.90175 4.26693
C -0.38636 -3.65841 5.43300
C 0.74244 -2.88253 5.25142
C 1.05549 -2.36515 4.00764
C 2.49553 1.95491 1.68630
C 2.77298 2.56255 2.97428
C 4.07065 2.88337 3.34088
C 5.31005 2.55654 2.72359
C 5.45258 1.85697 1.56746
C 4.34609 1.45786 0.65588
C 4.98332 0.96849 -0.68572
C -1.36508 3.15116 3.76831
C -1.61557 1.71829 4.22279
C -1.93527 4.24924 4.43137
H -2.09643 6.43089 6.00867
H -3.30550 6.87100 4.84442
H -1.72249 7.62396 4.68831
H -0.62926 6.83998 2.63835
H 0.14034 6.08894 0.53779
H 0.19954 4.37492 0.09580
H 1.47887 5.14857 1.07404
H -1.46533 -3.61964 2.09835
H -1.98288 -4.52352 4.37228
H -0.65647 -4.07202 6.36935
H 1.41472 -2.58890 6.02917
H 2.02082 -1.84835 3.90028
H 2.01607 2.91657 3.69694
H 4.17265 3.46861 4.22744
H 6.19622 2.89986 3.16840
H 6.50004 1.73929 1.18391
H 5.83653 0.26586 -0.48340
H 5.34326 1.85338 -1.25041
H 4.23717 0.44142 -1.30596
H -1.85030 1.04380 3.34402
H -2.44151 1.67291 4.95821
H -0.75528 1.33814 4.72279
H -2.57610 4.06294 5.25874
Cl -4.91319 -0.17879 -8.49280
C -3.73884 1.15812 -8.25938
Cl -3.64695 1.82919 -6.55658
H -4.01451 1.95710 -8.97038
H -2.77070 0.65216 -8.43432


Record 4
115
Properties=species:S:1:pos:R:3 method="wB97M-V/def2-TZVPD" charge=-1 homo_energy_ev=-4.35
Rb -0.07114 0.88571 0.28444
C 2.83517 -2.95032 1.27627
C 3.78318 -3.12183 0.26654
C 4.15170 -2.03881 -0.49165
C 3.58665 -0.76564 -0.22991
N 2.65550 -0.61557 0.72694
C 2.31623 -1.68273 1.44806
N 4.14918 0.28256 -0.90246
C 3.66783 1.49714 -0.93050
N 2.44804 1.98502 -0.63452
C 2.51679 3.35631 -0.75327
N 1.66741 4.29226 -0.53370
C 0.42415 4.18732 0.06116
C -0.66578 4.78477 -0.59785
C -1.90138 4.78657 0.00912
C -2.02898 4.23497 1.28047
C -0.90380 3.68440 1.85937
N 0.29700 3.63492 1.27152
C 3.87734 3.75899 -1.22346
C 4.44567 4.99034 -1.48796
C 5.77127 5.00294 -1.90675
C 6.49532 3.81886 -2.04225
C 5.91531 2.58725 -1.76003
C 4.59359 2.58856 -1.35639
H 2.50813 -3.77563 1.89610
H 4.23527 -4.09042 0.08497
H 4.90383 -2.10607 -1.26582
H 1.58421 -1.49180 2.22509
H -0.50928 5.21366 -1.57772
H -2.76468 5.19785 -0.49967
H -2.98241 4.19855 1.78930
H -0.96241 3.21610 2.83761
H 3.86958 5.89837 -1.36739
H 6.25598 5.94599 -2.12920
H 7.52758 3.86829 -2.36752
H 6.46152 1.65724 -1.84289
N 0.18541 -0.94341 -2.42992
N -0.77393 -1.09120 -3.43595
C -2.04678 -1.44430 -3.12172
N -2.94176 -1.16623 -4.12801
S -2.52778 -2.18673 -1.72587
H 0.33066 0.05197 -2.27331
H 1.05666 -1.36211 -2.73221
H -0.63678 -0.56926 -4.29080
H -2.79766 -0.28527 -4.60385
H -3.89503 -1.30034 -3.82883
C -7.21184 5.19700 -0.57779
C -6.98419 4.07731 -1.60429
C -6.68337 4.72968 -2.95370
C -8.27822 3.26286 -1.74745
C -5.84793 3.17320 -1.13866
C -4.68663 2.96444 -1.86374
C -3.68545 2.15834 -1.35520
Br -2.10394 1.99809 -2.43311
C -3.70730 1.51564 -0.08235
O -2.70520 0.91430 0.40629
C -4.97430 1.65604 0.59996
C -5.94610 2.48886 0.07796
C -5.26878 0.97596 1.94891
C -6.69942 0.40710 1.95110
C -5.14251 2.01778 3.07036
C -4.34578 -0.19924 2.29469
H -8.03128 5.84958 -0.89264
H -6.31025 5.80221 -0.46651
H -7.46201 4.78993 0.40273
H -7.51575 5.37444 -3.24542
H -6.54799 3.98284 -3.73844
H -5.78266 5.34478 -2.90934
H -9.10368 3.90245 -2.07344
H -8.56243 2.80148 -0.80088
H -8.14829 2.46444 -2.48015
H -4.53309 3.43581 -2.82526
H -6.85396 2.62667 0.65408
H -7.46520 1.17659 1.85638
H -6.88316 -0.12114 2.89008
H -6.82730 -0.30014 1.12955
H -5.81767 2.86008 2.90354
H -4.12111 2.40191 3.11214
H -5.37578 1.57258 4.04202
H -4.34776 -0.94578 1.49652
H -4.71654 -0.66671 3.21327
H -3.32202 0.12643 2.44920
N -1.41635 -2.05950 1.97806
N -0.61719 -2.60557 2.98174
C -0.10982 -1.88126 3.99788
N 0.76487 -2.55327 4.80150
S -0.48090 -0.28107 4.24614
H -1.08667 -1.11634 1.78371
H -2.36307 -1.94866 2.32765
H -0.18522 -3.47995 2.72126
H 1.20925 -3.38997 4.45671
H 1.31915 -1.96937 5.40364
Te -0.42914 -4.67233 -0.59730
C 0.60986 -6.50248 -0.28738
C -0.08786 -7.68331 -0.05575
C 0.58885 -8.86922 0.20119
C 1.97488 -8.89269 0.21145
C 2.68262 -7.72234 -0.02797
C 2.00316 -6.53651 -0.26409
C 0.27527 -4.33836 -2.55643
C 1.56887 -3.86580 -2.75634
C 2.03463 -3.61421 -4.04060
C 1.20313 -3.82506 -5.13268
C -0.08887 -4.29045 -4.93610
C -0.55115 -4.54984 -3.65294
H -1.17080 -7.67896 -0.08334
H 0.02736 -9.77710 0.38361
H 2.50337 -9.81788 0.40355
H 3.76577 -7.73112 -0.02275
H 2.55767 -5.62274 -0.43342
H 2.20577 -3.65987 -1.90544
H 3.04270 -3.24242 -4.18007
H 1.55943 -3.62165 -6.13485
H -0.74582 -4.44575 -5.78271
H -1.56614 -4.89297 -3.50029


Record-wise M values, in g/mol: 1146.97 1124.05 936.32 1132.10